Formula: C34H47BrGe2N4OV
Source: OMol25
Level of theory: wB97M-V/def2-TZVPD

```
90
Properties=species:S:1:pos:R:3:forces:R:3
H -2.615645 -1.062433 1.462953 0.043 -0.085 -0.018
C -3.190849 5.765285 -0.635351 0.006 0.010 -0.001
H -2.004458 0.136863 -6.612724 -0.010 0.015 -0.013
H -3.051892 0.851438 2.789594 0.012 0.058 0.018
H 0.037656 -4.616169 -4.550534 0.030 0.002 -0.010
N 3.669199 2.583246 -1.710562 0.009 -0.040 0.126
C -3.326378 3.432156 -1.257333 0.047 -0.617 -0.095
C -0.650880 -3.204366 -3.080841 -0.134 0.120 0.105
C 2.822025 -1.009511 -0.495002 -0.084 -0.010 -0.068
C 2.045283 -2.821961 -2.459751 -0.154 0.063 0.084
H -6.008222 1.028796 -5.384535 0.009 0.003 -0.014
Br -1.661656 -1.469150 -1.099723 0.493 0.072 0.068
C -5.265837 4.570767 -0.377066 -0.026 -0.074 0.023
O 2.110354 1.686404 -0.375560 -0.339 -0.207 0.542
C 0.417983 -1.543626 2.968414 0.315 -0.026 0.160
C -4.056316 0.545899 -6.131892 0.039 -0.022 -0.036
H -5.250968 2.509783 -0.968541 -0.072 0.061 0.020
H 4.113934 -4.232407 1.853380 -0.023 -0.002 0.012
C 4.375642 -3.616870 2.714727 -0.153 -0.042 0.201
H 1.790273 3.040297 -3.365795 0.030 -0.015 0.005
C -4.486401 1.378902 -3.917465 0.015 0.076 -0.112
C 1.093965 2.083851 2.323140 -0.281 0.426 0.038
H 0.557305 3.024114 -2.088229 -0.008 -0.036 0.006
C 1.652501 -3.734550 -3.465543 -0.018 -0.094 -0.088
C 3.788618 -1.802797 -1.135918 0.113 -0.148 -0.026
C -2.697307 0.481940 -5.856220 0.047 -0.022 -0.026
C 1.420060 -2.599939 2.524175 0.077 -0.033 0.285
H -6.308779 4.559137 -0.087924 0.006 0.000 0.010
H 3.192969 -0.286532 0.221024 0.002 0.005 -0.014
H 2.371843 -1.624723 5.799417 -0.005 -0.013 0.005
H 2.254896 0.516079 1.796757 -0.011 0.069 0.182
C 3.251489 -1.994109 5.270707 -0.081 -0.195 -0.189
H 1.496937 2.589477 1.450928 0.056 -0.064 0.060
V 0.317966 -0.038359 0.480912 0.023 -0.212 -0.009
C 1.067883 -2.056561 -1.757626 0.145 -0.170 -0.071
H -2.620452 6.681107 -0.550017 -0.008 0.005 -0.004
C -2.005257 0.547946 2.737861 -0.016 -0.282 0.040
H 2.800952 -5.394858 5.252538 -0.019 -0.003 0.005
H 3.836048 -1.147121 4.908469 -0.015 -0.008 -0.033
H 1.961935 -2.276557 1.635576 0.032 0.040 -0.068
N 1.286735 0.631637 2.104642 1.012 0.042 0.562
C 1.466657 -1.108773 -0.765666 -0.018 -0.121 -0.108
C -4.668135 3.420243 -0.873637 0.022 0.060 -0.053
H -2.293189 -1.548960 3.124381 0.046 -0.077 -0.051
H -0.691275 -2.184499 1.381019 0.086 -0.027 0.053
N -0.585745 -1.297745 1.874168 -0.093 -0.485 0.156
H 3.869034 -2.521565 5.998699 -0.006 -0.002 0.000
H 3.931153 3.033772 -2.569511 -0.070 0.018 -0.044
C 3.409074 -2.677639 -2.113757 -0.020 0.086 0.067
H -1.602775 0.648172 3.744190 0.002 0.095 -0.012
C 1.067245 -0.196277 3.321841 -0.284 -0.283 0.196
C 2.410129 2.220900 -1.452343 -0.013 0.080 -0.345
H -4.421770 0.249266 -7.106241 -0.003 0.008 0.002
H -1.863650 1.843897 1.152637 -0.006 0.047 -0.012
H 1.016698 1.516192 -2.878500 -0.031 0.004 0.030
H 4.830580 -1.708989 -0.858310 -0.004 0.013 -0.026
H 1.769362 -5.629732 3.842929 -0.004 0.025 -0.022
H 4.142763 -3.277229 -2.637817 0.013 0.008 0.004
H -1.541607 4.628568 -1.402746 0.009 0.070 0.051
H 4.388002 2.431259 -1.022134 -0.006 -0.016 0.048
H -4.995091 6.636172 0.125180 -0.003 -0.002 -0.019
H -0.673119 2.504610 3.521393 -0.056 0.001 -0.022
Ge -2.305581 1.839060 -1.899650 -0.241 0.625 -0.504
H 5.144071 -4.140913 3.283178 -0.005 0.000 -0.009
H 0.422816 0.358855 3.999698 0.046 0.109 -0.051
H -0.577205 3.397897 2.022526 -0.044 -0.006 -0.026
Ge 2.801343 -3.284498 3.843541 -0.020 0.060 -0.125
N -1.235565 1.397856 1.812428 0.289 -0.201 -0.582
C -0.268534 -2.324795 -2.111825 -0.205 -0.096 -0.025
C -3.122595 1.316945 -3.628992 0.182 0.151 0.723
H 1.178578 -4.709131 5.237843 -0.010 0.033 -0.019
C -4.527444 5.739871 -0.260611 0.000 0.084 0.018
C -4.949548 0.985872 -5.163911 -0.107 -0.001 0.094
C -2.590381 4.609867 -1.114049 -0.012 -0.109 0.013
C -0.399936 2.420956 2.468744 0.159 -0.041 0.138
H 0.872793 -3.508320 2.249887 0.004 0.017 -0.077
C -1.944085 -0.911891 2.307946 -0.268 0.334 0.112
H 4.807202 -2.681679 2.354376 -0.048 0.027 0.017
H -1.698959 -3.363727 -3.295975 0.012 -0.009 -0.008
C 1.392215 2.477782 -2.524561 0.064 -0.024 0.013
H 2.003248 -0.373750 3.844968 0.044 0.098 -0.020
C 2.051341 -4.919195 4.619519 0.185 0.158 -0.036
H -1.175189 0.783785 -4.372989 0.000 -0.054 -0.052
C 0.337135 -3.915836 -3.783616 0.111 0.000 0.003
H -0.110174 -1.920717 3.849979 -0.076 0.107 -0.013
H 1.647247 2.421829 3.202092 0.048 -0.100 -0.009
C -2.235790 0.849640 -4.601555 -0.041 -0.061 0.059
H -0.251507 0.917589 -0.528002 -0.699 0.707 -1.098
H -5.185615 1.744118 -3.174361 -0.016 0.028 -0.069
H 2.422651 -4.301629 -3.973485 -0.017 0.013 -0.021
```
Forces are in eV/Å.

Calculated values
- Energy above the lowest of the compared OMol25 structures with the same formula, charge and spin: 2.9 kcal per mole
- Spin multiplicity: 2
- Total charge: +2
- Max |F|: 1.48 eV/Å
- HOMO-LUMO gap (spin up / spin down): 5.81 / 6.40 eV

Formula: C34H47Cl16N5O4P2S
Source: OMol25
Level of theory: wB97M-V/def2-TZVPD

```
109
Properties=species:S:1:pos:R:3:forces:R:3
H 4.165392 -3.115404 -3.471962 -0.018 0.103 -0.047
H -3.707847 -2.719346 -0.011041 -0.087 -0.102 -0.184
Cl -2.216327 10.457351 0.062073 0.004 0.021 -0.013
C 3.705273 -3.696562 -4.272123 0.010 -0.048 0.173
C -4.493656 -2.957805 0.701572 0.260 0.406 0.655
H 4.286397 2.764624 1.777108 0.022 0.001 -0.035
H -1.079228 -4.109727 -3.570835 -0.089 0.005 -0.003
S 2.319271 -1.086331 -1.589116 -0.088 -0.091 -0.218
H 0.839686 -5.117226 -3.452153 -0.095 -0.230 -0.253
C 1.907064 -1.428660 2.356221 -0.075 -0.140 -0.156
N 1.764480 2.597201 3.662677 0.089 0.047 -0.055
P 2.127206 5.102208 -0.361525 -1.367 0.327 0.152
C 1.844204 2.895209 -1.861848 -0.076 0.039 0.069
C 2.300662 0.643773 -1.236532 0.024 -0.054 0.000
H -2.549883 4.205345 -6.569023 0.006 -0.028 -0.055
H -0.619304 -0.449947 6.222904 -0.045 0.024 0.076
N 1.376549 -4.553217 -4.102779 0.065 0.529 0.959
H 1.447192 -2.446313 -3.835493 -0.075 0.100 0.232
H -2.228578 -0.367760 5.432397 0.054 0.146 0.229
C -0.602831 -3.127846 -3.516936 0.401 0.546 0.143
C 2.750344 1.042995 0.015011 -0.032 0.171 0.085
H 1.468410 4.485371 -4.717743 0.153 -0.026 -0.052
H 3.304533 -3.040279 -5.038804 0.009 -0.017 -0.060
C 2.280526 3.313951 -0.590997 0.366 0.047 0.032
C 1.850597 1.546566 -2.185328 0.230 -0.088 0.087
Cl 0.574641 9.720888 0.055679 0.015 0.010 0.002
H 0.130967 2.388199 -5.535820 -0.031 -0.243 0.122
N 3.240537 0.031543 0.914484 0.062 -0.135 -0.213
Cl 5.109961 -5.932890 0.555310 0.006 0.000 -0.009
H -0.343621 -1.540970 -2.043650 0.255 0.008 -0.081
C 1.741583 -1.685969 -0.017950 -0.309 0.313 0.034
H 0.358535 6.226503 -0.861854 -0.119 0.046 0.155
C -0.586978 -2.598810 -2.077443 -0.572 -0.598 0.214
H 0.020671 -5.207882 1.459474 -0.115 -0.077 -0.132
Cl -1.349459 8.077970 1.437350 -0.160 -0.290 -0.266
H 3.055909 1.096929 3.079053 0.088 0.038 -0.041
H -0.543550 4.840512 -5.642894 0.225 -0.033 0.072
Cl -7.106720 -4.190976 3.310717 -0.022 0.033 0.086
O -2.079404 -1.892267 2.506615 -0.077 -0.203 0.009
H -1.380326 4.605036 -4.114140 0.236 0.142 0.050
H -5.458364 -3.127503 0.230138 0.113 -0.134 -0.267
N 0.626693 5.551167 -0.154359 0.361 -0.101 -0.236
C 2.731724 2.393160 0.371047 -0.342 0.149 -0.213
Cl 0.025718 8.982831 6.006984 0.004 -0.006 0.009
H -3.118371 3.473132 -5.086902 0.004 -0.053 0.025
H 1.539156 1.938230 4.406884 -0.102 0.059 0.050
Cl 6.619093 -3.607641 1.366249 0.008 -0.006 0.012
H 0.614871 -2.979800 -5.267717 0.013 -0.016 -0.021
H -3.318159 -4.729933 1.236654 0.247 0.113 0.181
Cl -1.329725 8.162741 -1.444698 -0.073 0.058 -0.084
H 0.451027 4.179340 -2.416970 0.110 0.401 0.042
Cl -8.284105 -6.815219 3.125985 0.001 -0.013 -0.001
C -1.173508 -4.372441 3.002481 -0.403 -0.548 -0.178
H -0.385020 -4.276671 -0.800092 0.193 -0.110 0.061
C -1.437219 -2.332371 5.568869 -0.033 0.412 0.822
H -0.471601 2.384952 -3.839303 0.047 -0.320 -0.165
H -1.678883 -5.340282 3.072720 -0.001 -0.007 0.073
Cl -8.844589 -4.835357 1.104943 -0.001 -0.001 -0.018
C -0.030191 2.987050 -4.636528 0.221 0.451 -0.074
H 2.726870 5.701020 -1.477322 0.526 -0.186 0.135
H 0.771873 -2.800997 3.493192 -0.045 0.058 0.039
C 0.816235 -2.736240 0.106873 -0.210 0.039 0.211
H -2.080651 2.550226 -6.149431 0.056 0.028 -0.135
C -4.120386 -4.109838 1.635854 -0.870 -0.169 -0.536
C 0.759358 -3.199704 -4.207143 0.018 -0.391 -0.919
Cl 4.057491 -3.289764 0.087029 0.388 -0.380 0.070
C 1.321416 3.551086 -4.167594 -0.500 0.546 -0.258
H 2.155227 2.910991 -4.448300 0.038 -0.120 0.277
C 0.252568 -3.450814 -1.102492 0.392 0.218 -0.346
H 1.097469 -3.923849 -1.612369 0.050 0.105 -0.067
C 3.195028 2.853815 1.737184 0.331 -0.160 0.141
H 2.953569 3.895634 1.911697 -0.091 0.010 -0.048
C 5.527782 -4.270850 0.138922 -0.044 -0.015 0.004
Cl -9.935476 -4.537001 3.758920 -0.005 0.001 -0.001
Cl -2.528420 9.774674 4.926320 -0.012 -0.004 -0.001
C -1.019400 4.091431 -5.008588 -0.585 -0.135 -0.140
H 4.488179 -4.331929 -4.683320 -0.006 0.015 -0.107
Cl -0.122111 10.235806 3.417809 0.193 0.290 0.242
C 2.647566 2.090798 2.911460 -0.207 -0.139 0.087
H -1.210570 -2.430990 -4.096925 -0.172 -0.156 -0.037
C 0.456315 -3.141252 1.404307 0.080 0.342 -0.037
C 1.024319 -2.485557 2.491815 0.011 -0.075 0.108
H -4.984896 -4.764880 1.708913 0.082 -0.107 0.213
C 2.278819 -1.023991 1.090372 -0.218 -0.110 0.050
P -2.421532 -3.089555 3.295976 0.342 1.312 -0.516
H -0.534798 -2.897814 5.331566 -0.044 -0.048 -0.252
C -2.256901 3.549627 -5.750869 -0.090 0.014 0.253
O -3.864033 -3.681120 2.985779 0.364 -0.435 0.167
O -2.586119 -2.815746 4.851352 0.230 -0.628 -0.135
O 3.008664 -5.369146 -2.745167 -0.059 -0.114 -0.196
H 4.043489 -0.398721 0.450432 0.120 0.049 0.141
H -0.798957 -0.575042 4.458717 0.041 -0.040 -0.022
H -4.601669 -2.066841 1.320803 -0.041 0.048 -0.048
C 2.685342 -4.605526 -3.635159 0.076 -0.053 0.088
H 2.934124 5.428937 0.737079 0.343 -0.087 -0.185
Cl 6.332234 -4.238063 -1.431961 -0.008 0.019 -0.019
C -0.814774 10.195315 5.036424 -0.015 0.004 -0.004
H -1.649452 -2.541728 6.617194 -0.123 -0.152 -0.045
H -0.395263 -4.401003 3.761059 -0.116 0.130 0.190
N 1.369900 3.898219 -2.749189 0.048 -0.700 -0.008
H 2.315311 -0.927286 3.221939 0.033 -0.047 0.031
C -8.542950 -5.092889 2.828384 0.003 0.019 -0.003
C -0.532459 -4.275373 1.613268 0.557 0.096 0.122
Cl -0.648940 11.780593 5.802316 0.001 0.000 -0.004
C -1.084742 9.098898 0.036782 0.003 -0.061 0.083
H -1.286597 -4.219232 0.834284 -0.174 -0.016 0.124
C -1.244254 -0.833969 5.418812 -0.102 -0.142 -0.568
H 1.507909 1.182618 -3.143550 -0.083 0.055 -0.010
H -1.623128 -2.674349 -1.730499 -0.003 0.243 0.088
```
Forces are in eV/Å.

Calculated values
- Structure (SMILES): [H]/N=C/Cc1c2c(cc(NCCCC)c1[PH2]=N)Sc1c(ccc(CCP(=O)(OCC)OCC)c1CCCCNC(C)=O)N2.ClC(Cl)(Cl)Cl.ClC(Cl)(Cl)Cl.ClC(Cl)(Cl)Cl.ClC(Cl)(Cl)Cl
- Max |F|: 1.45 eV/Å
- HOMO-LUMO gap: 8.41 eV